Record 1
DFT (the ωB97M-V functional and the def2-TZVPD basis) results for a structure of composition C21H44BrIN2O11P.

ORCA input file:
```
! wB97M-V def2-TZVPD RIJCOSX def2/J DEFGRID3
* xyz 1 1
C 1.99726 7.63554 1.37944
C 1.81876 7.21504 -0.07820
C 2.43100 5.82089 -0.31277
N 1.48628 4.92480 -1.05453
P 1.15174 3.44329 -0.47538
C -0.36937 2.93542 -1.25255
C -1.48670 3.97880 -0.99707
C -2.63872 3.41341 -0.15833
I -2.20651 4.72664 -2.87794
O 0.91247 3.64061 1.07697
N 0.91991 2.39514 1.99088
O -0.03623 1.80574 1.88589
C 2.34417 2.10415 -0.81808
Br 3.03810 2.43363 -2.58889
C 3.44142 1.80435 0.19718
C 4.32233 2.98462 0.59993
H 1.58500 8.61754 1.57725
H 1.49898 6.90246 2.01561
H 3.05100 7.60128 1.65124
H 0.75930 7.14215 -0.30853
H 2.31041 7.92436 -0.73727
H 2.66416 5.38132 0.65128
H 3.35328 5.89864 -0.88196
H 1.73664 4.83589 -2.03607
H -0.14647 2.88711 -2.31880
H -0.66672 1.95308 -0.89177
H -1.06804 4.85063 -0.50752
H -2.50321 3.69578 0.88426
H -3.60145 3.78553 -0.48806
H -2.67533 2.32977 -0.23700
H 1.72779 1.21041 -0.92437
H 2.99644 1.34517 1.07850
H 4.07140 1.04355 -0.26129
H 5.28226 2.61444 0.94361
H 4.48757 3.66986 -0.22705
H 3.87682 3.53715 1.42533
C 1.80551 -1.55667 -1.97965
C 1.07336 -0.69921 -2.99360
O 0.46158 -1.48750 -4.00958
C -0.70658 -2.04343 -3.66072
O -1.25362 -1.90265 -2.59572
O -1.14361 -2.76000 -4.67769
C -2.35701 -3.49104 -4.42726
H 2.51946 -2.20827 -2.48217
H 2.35155 -0.93388 -1.26615
H 1.10904 -2.18326 -1.42537
H 1.77746 -0.05041 -3.51056
H 0.32050 -0.06843 -2.51227
H -3.13264 -2.82951 -4.05040
H -2.16994 -4.29639 -3.71868
H -2.65470 -3.90506 -5.38433
C 0.40346 -9.15619 -3.41538
C -0.25930 -9.19483 -2.05663
O 0.17951 -8.10841 -1.21977
C -0.39953 -6.93951 -1.45272
O -1.25810 -6.71199 -2.26598
O 0.12973 -6.03758 -0.62154
C -0.39869 -4.72423 -0.79642
H 1.48794 -9.12766 -3.30751
H 0.13202 -10.04178 -3.98880
H 0.09443 -8.27405 -3.97474
H 0.02376 -10.09428 -1.51493
H -1.34483 -9.17669 -2.13902
H -1.48453 -4.72580 -0.74318
H -0.08012 -4.31655 -1.75480
H 0.00466 -4.11853 0.01044
C -0.67493 0.33165 4.58209
C -2.09004 0.64124 4.13480
O -2.95658 -0.47949 4.31590
C -3.39272 -0.65403 5.57038
O -3.13226 0.05585 6.50441
O -4.16078 -1.73285 5.59133
C -4.67615 -2.07372 6.88583
H -0.30635 -0.56888 4.08817
H -0.00187 1.15756 4.36327
H -0.65122 0.15752 5.65635
H -2.12973 0.84929 3.06657
H -2.48924 1.50845 4.66093
H -5.17796 -1.22215 7.33768
H -3.87121 -2.41703 7.53226
H -5.38543 -2.87784 6.72125
*
```

Kohn-Sham gap in eV: 7.26
E_HOMO in eV: -12.35

Results of the Mulliken charge analysis, in e, for atoms 1 through 4: -1.2801 -0.3665 -0.4149 0.0463



Record 2
DFT (the ωB97M-V functional and the def2-TZVPD basis) results for a structure of composition C2H5PS.

ORCA input file:
```
! wB97M-V def2-TZVPD RIJCOSX def2/J DEFGRID3
* xyz 0 1
C 0.50551 -1.92084 -0.87964
C -1.02564 0.24857 -0.65235
P -1.27416 1.69816 0.42263
S -0.22507 -0.92548 0.17648
H 0.42412 -1.78258 -1.91601
H 0.71716 -2.89505 -0.66297
H -0.94652 0.27540 -1.72616
H -1.75135 0.73785 1.42646
H -2.53634 1.78310 -0.31419
*
```

Kohn-Sham gap (spin up / spin down) in eV: 7.45 / 7.44
E_HOMO (spin up / spin down) in eV: -7.41 / -7.39
Energy relative to the best compared isomer or geometry (same formula, charge and spin) in eV: 2.518

Results of the Mulliken charge analysis, in e, for atoms 1 through 4: -0.6846 -0.2564 -0.1066 0.0562



Record 3
DFT (the ωB97M-V functional and the def2-TZVPD basis) results for a cluster of 3 separate species, C6H9N2O2P in total.

ORCA input file:
```
! wB97M-V def2-TZVPD RIJCOSX def2/J DEFGRID3
* xyz 0 1
C 1.66163 0.80908 0.92829
C 1.86198 -0.19056 -0.02122
C 1.47170 2.13160 0.60315
C 1.75251 0.22688 -1.31606
C 1.22243 2.36398 -0.77683
C -3.13104 -0.97892 0.28382
N 1.33098 1.42210 -1.73931
N -3.95522 -0.91217 -0.69675
O 6.83313 -1.38089 0.05075
O 4.91444 -0.27155 1.25428
P 5.59017 -0.31122 -0.03866
H 1.90871 0.62582 2.04271
H 2.03059 -1.22728 0.26860
H 1.23904 2.87219 1.30148
H 1.85651 -0.51954 -2.26286
H -2.88332 0.02662 0.71612
H -2.51770 -1.90676 0.54987
H 0.85383 3.23614 -1.08803
H -3.93672 -1.92590 -1.09766
H 6.99576 -1.90626 0.85790
*
```

Kohn-Sham gap in eV: 9.46
SMILES string: c1ccncc1.O=PO.C=N
E_HOMO in eV: -9.68
Energy relative to the best compared isomer or geometry (same formula, charge and spin) in eV: 1.379

Results of the Mulliken charge analysis, in e, for atoms 1 through 4: -0.0198 -0.5190 -0.5258 -0.0215



Record 4
DFT (the ωB97M-V functional and the def2-TZVPD basis) results for an isolated molecule of C2H3N3O.

ORCA input file:
```
! wB97M-V def2-TZVPD RIJCOSX def2/J DEFGRID3
* xyz 0 1
C -0.62859 -0.66852 -0.02769
C 1.05694 0.64986 0.37727
H -1.25959 -2.12840 0.94491
H 2.02922 1.06065 0.72416
H 0.16853 1.94772 -1.23343
N 0.43080 -0.39724 0.85594
N 0.34143 1.06133 -0.71745
N -0.74511 0.20182 -0.95646
O -1.39364 -1.72721 0.03275
*
```

Kohn-Sham gap in eV: 10.42
SMILES string: Oc1nc[nH]n1
E_HOMO in eV: -9.48
Energy relative to the best compared isomer or geometry (same formula, charge and spin) in eV: 0.828

Results of the Mulliken charge analysis, in e, for atoms 1 through 4: 0.5770 -0.0055 0.3728 0.3534



Record 5
DFT (the ωB97M-V functional and the def2-TZVPD basis) results for a structure of composition C3H12N2.

ORCA input file:
```
! wB97M-V def2-TZVPD RIJCOSX def2/J DEFGRID3
* xyz 2 1
C 0.63177 -1.15504 0.45845
C 0.30229 0.21540 -0.01995
C -1.07945 0.72199 0.63506
N -1.01127 2.25182 0.52634
N 0.95207 -2.03612 -1.17565
H 1.54528 -1.35997 1.00485
H -0.19821 -1.85318 0.49787
H 1.01966 0.97739 0.32141
H 0.33589 0.45215 -1.08309
H -0.96408 0.46675 1.68140
H -1.93208 0.33925 0.08996
H -0.32705 2.50724 -0.18841
H -0.61240 2.61114 1.39579
H -1.92876 2.63492 0.28855
H 1.72195 -1.61817 -1.70427
H 1.37133 -2.93561 -0.92051
H 0.17307 -2.21998 -1.80780
*
```

Kohn-Sham gap in eV: 13.25
E_HOMO in eV: -21.42
Energy relative to the best compared isomer or geometry (same formula, charge and spin) in eV: 1.801

Results of the Mulliken charge analysis, in e, for atoms 1 through 4: -0.3735 -0.7344 -0.5166 -0.2912



Record 6
DFT (the ωB97M-V functional and the def2-TZVPD basis) results for a cluster of 2 separate species, C4H9S in total.

ORCA input file:
```
! wB97M-V def2-TZVPD RIJCOSX def2/J DEFGRID3
* xyz -1 1
C -0.35611 0.86652 -1.84199
S -0.35492 -0.93106 -2.20797
H -0.98004 1.10881 -0.97396
H -0.74205 1.40826 -2.70318
H 0.64873 1.21237 -1.60262
C 0.03534 1.37429 2.61756
C 0.67267 0.03194 2.38237
C 0.48862 -0.69403 1.28906
H -0.11582 1.56371 3.67798
H -0.88460 1.41058 2.04384
H 0.69076 2.16859 2.25242
H 1.32179 -0.38430 3.15412
H 0.96412 -1.66449 1.18298
H -0.14328 -0.34661 0.48220
*
```

Kohn-Sham gap in eV: 5.81
E_HOMO in eV: -2.10
Energy relative to the best compared isomer or geometry (same formula, charge and spin) in eV: 0.725

Results of the Mulliken charge analysis, in e, for atoms 1 through 4: -0.8047 -0.7347 0.1405 0.2686



Record 7
DFT (the ωB97M-V functional and the def2-TZVPD basis) results for a structure of composition C35H47CdN2O6P2S.

ORCA input file:
```
! wB97M-V def2-TZVPD RIJCOSX def2/J DEFGRID3
* xyz -1 1
Cd 0.48646 -0.14328 0.19408
C 1.53496 1.49232 -3.02932
C 0.97336 0.23472 -3.68852
C 0.41686 0.63462 -5.05552
P -0.05184 -0.61268 -2.33752
C -0.31624 -2.35348 -2.99182
C -0.65904 -2.44398 -4.47502
C -1.39614 -3.00878 -2.14122
C -1.74414 0.04962 -2.27092
C -2.44404 0.60992 -3.33002
C -3.69814 1.16722 -3.15702
C -4.24914 1.21362 -1.88252
C -3.58904 0.64132 -0.82202
C -2.34474 -0.00508 -0.98092
N -1.70024 -0.59588 0.05618
C -2.36754 -1.25968 1.01798
C -3.63534 -1.85578 0.78338
C -4.31434 -2.55178 1.75048
C -3.75804 -2.73248 3.01338
C -2.49334 -2.23148 3.25518
C -1.79324 -1.50018 2.30048
P -0.10504 -0.91478 2.59688
C -0.30124 0.37262 3.96128
C -0.98734 -0.06078 5.25268
C -1.05874 1.53322 3.32498
C 0.77076 -2.34608 3.44238
C 0.40616 -3.66508 2.77038
C 2.27296 -2.08908 3.30948
H 2.20656 2.02652 -3.70012
H 2.07506 1.25132 -2.11592
H 0.70986 2.15382 -2.77092
H 1.79136 -0.48508 -3.84282
H -0.25584 1.48232 -4.95352
H -0.10354 -0.17348 -5.55732
H 1.24546 0.94692 -5.69572
H 0.62396 -2.88258 -2.80602
H -1.49084 -1.78498 -4.71642
H -0.95844 -3.46358 -4.71882
H 0.19836 -2.19418 -5.09622
H -2.34744 -2.49148 -2.25772
H -1.09684 -2.96288 -1.09842
H -1.52234 -4.05368 -2.42222
H -2.01704 0.60802 -4.31912
H -4.22734 1.58232 -4.00432
H -5.19774 1.71262 -1.72412
H -4.00554 0.69602 0.17468
H -4.06374 -1.76618 -0.20622
H -5.28664 -2.97588 1.52288
H -4.29684 -3.27708 3.77768
H -2.03594 -2.41798 4.21708
H 0.72076 0.70222 4.19168
H -2.02254 -0.32728 5.05598
H -0.97494 0.76062 5.97068
H -0.48554 -0.90908 5.71258
H -2.08274 1.23152 3.10598
H -0.58154 1.81642 2.38758
H -1.08714 2.39672 3.99118
H 0.50016 -2.38478 4.50648
H 0.61306 -3.60458 1.70308
H -0.65134 -3.88708 2.89388
H 0.99166 -4.47948 3.19728
H 2.54716 -2.15208 2.25798
H 2.84806 -2.83098 3.86608
H 2.54676 -1.09818 3.66908
O 6.89476 -1.25138 0.23078
C 5.56106 -0.98968 0.13208
C 4.64426 -1.97468 -0.21992
C 3.29396 -1.65658 -0.24572
N 2.84996 -0.43948 0.02828
C 3.71956 0.51302 0.34388
C 5.08576 0.29062 0.40738
C 3.09546 1.87492 0.66078
O 3.82496 2.85862 0.75338
O 1.83936 1.84282 0.79158
C 2.21406 -2.73258 -0.50652
O 2.57906 -3.77618 -1.04362
O 1.06856 -2.42908 -0.09782
H 7.03846 -2.19128 0.05708
H 4.93156 -2.98888 -0.46462
H 5.74106 1.09442 0.70128
O -0.61454 2.19732 -0.01602
S 0.39756 3.17772 -0.44892
C 0.65636 4.39702 0.91338
C 0.54856 5.76652 0.28408
C -0.71864 5.73702 -0.56372
C -0.64534 4.46282 -1.38802
H 1.63826 4.20172 1.32878
H -0.11664 4.20812 1.65288
H 1.41606 5.93472 -0.35602
H 0.51696 6.56332 1.02978
H -0.79384 6.62502 -1.19672
H -1.59154 5.70642 0.09198
H -0.14324 4.62682 -2.34112
H -1.61244 4.00712 -1.58102
*
```

Kohn-Sham gap in eV: 6.60
E_HOMO in eV: -4.05
Energy relative to the best compared isomer or geometry (same formula, charge and spin) in eV: 0.228

Results of the Mulliken charge analysis, in e, for atoms 1 through 4: 6.7913 -1.2652 0.5472 -1.9724



Record 8
DFT (the ωB97M-V functional and the def2-TZVPD basis) results for a structure of composition C21H35FP2Pd.

ORCA input file:
```
! wB97M-V def2-TZVPD RIJCOSX def2/J DEFGRID3
* xyz 0 3
P 0.86629 -0.25841 -5.30384
P 1.46717 2.40341 -4.18414
C 0.49506 1.23455 -6.42832
C 1.77727 1.98908 -6.22609
H -0.35137 1.72886 -5.94732
H 0.12917 1.01464 -7.43753
H 2.62281 1.42871 -6.70006
H 1.97467 2.98805 -6.59073
C -0.24077 3.16498 -3.98314
H -0.29876 3.72693 -3.02964
H -1.07914 2.45724 -4.02247
H -0.32797 3.88256 -4.80789
C 2.51027 3.80777 -3.81665
H 2.49648 4.33975 -4.76042
H 3.47633 3.33718 -3.62096
H 2.18377 4.47663 -3.00818
C -0.63084 -0.96909 -6.33626
H -0.90715 -1.98744 -6.03303
H -0.26523 -0.97672 -7.38374
H -1.48552 -0.27792 -6.26201
C 1.88349 -1.64309 -6.07646
H 2.83140 -1.86141 -5.53621
H 2.10877 -1.39504 -7.13536
H 1.25103 -2.55760 -6.04359
Pd 2.67203 0.73947 -4.70960
C -2.39309 -0.40367 -2.68467
C -2.82496 -0.69874 -3.93074
C -3.47105 -1.99145 -4.36191
C -3.20186 -3.20971 -3.43746
C -1.91994 -3.94813 -3.73037
C -0.74723 -3.48960 -3.29830
C -0.42138 -2.36293 -2.39170
C -1.42217 -1.24363 -1.85250
C 2.03808 1.00531 0.11027
H -2.32004 0.69594 -2.48511
H -2.83987 0.07937 -4.71836
H -3.12421 -2.21529 -5.38018
H -4.56643 -1.93154 -4.43109
H -3.23391 -2.87373 -2.39068
H -3.98161 -3.96258 -3.61610
H -1.96559 -4.84346 -4.38395
H 0.17312 -3.94514 -3.67413
H 0.38035 -1.80936 -2.90506
H 0.09692 -2.65450 -1.46063
H -1.87252 -1.64562 -0.93424
H -0.71390 -0.43248 -1.51757
H 2.92205 0.62211 0.62319
H 2.44128 1.49998 -0.78813
H 1.43374 0.16961 -0.22758
F -0.76384 5.17000 2.67963
C -0.09170 4.10992 2.12714
C 1.29250 4.16425 2.03738
C 1.96000 3.05625 1.50991
C 1.25792 1.98301 0.93570
C -0.13810 2.00841 0.96524
C -0.82371 3.10555 1.51280
H 1.85056 5.02506 2.39961
H 3.05862 3.01930 1.57024
H -0.69562 1.12961 0.60761
H -1.90365 3.14392 1.47628
*
```

Kohn-Sham gap (spin up / spin down) in eV: 5.25 / 6.57
E_HOMO (spin up / spin down) in eV: -4.76 / -7.73
Energy relative to the best compared isomer or geometry (same formula, charge and spin) in eV: 2.790

Results of the Mulliken charge analysis, in e, for atoms 1 through 4: 1.3450 0.7068 -0.7034 -1.3535



Which E_tot belongs to each record? In order, -135417.925, -22275.387, -22730.729, -8639.666, -6267.435, -15128.925, -86305.028, -47110.870 eV.